Molecular formula: C28H28BF40O7P
Method: DFT, ωB97M-V with the def2-TZVPD basis set

Its highest occupied orbital energy is -7.808 eV. Its total energy is -5971.2384 a.u. The value obtained for the gap between HOMO and LUMO is 0.277 Ha. As for the SMILES: FC(F)C(F)(F)COC(F)(F)C(F)F.FC(F)C(F)(F)COC(F)(F)C(F)F.FC(F)C(F)(F)COC(F)(F)C(F)F.FC(F)C(F)(F)COC(F)(F)C(F)F.FC(F)C(F)(F)COC(F)(F)C(F)F.C=CB(C)P(O)O.

Element x y z (Å)
C: 5.078 -1.670 2.459
C: 4.324 -0.981 1.566
B: 2.976 -0.362 1.982
C: 2.874 1.196 2.020
P: 1.335 -1.386 2.421
O: 1.554 -2.147 3.860
O: 1.355 -2.587 1.254
H: 6.126 -1.400 2.546
H: 4.677 -2.491 3.044
H: 4.701 -0.847 0.554
H: 3.251 1.541 2.985
H: 3.464 1.630 1.214
H: 1.845 1.538 1.940
H: 2.165 -2.900 3.792
H: 1.075 -2.146 0.437
C: 4.793 -2.191 -3.094
C: 4.546 -0.693 -2.829
C: 3.133 -0.326 -2.368
F: 2.204 -0.629 -3.295
F: 3.046 1.008 -2.145
F: 4.898 0.026 -3.912
F: 5.392 -0.322 -1.822
O: 4.753 -2.623 -4.442
C: 3.586 -3.003 -5.052
C: 3.264 -2.104 -6.249
F: 3.111 -0.826 -5.851
F: 2.104 -2.518 -6.808
F: 2.558 -3.073 -4.187
F: 3.779 -4.252 -5.540
H: 5.825 -2.369 -2.800
H: 4.188 -2.824 -2.443
H: 2.887 -0.837 -1.430
H: 4.066 -2.157 -6.987
C: -2.416 0.506 3.299
C: -1.434 1.413 2.543
C: -1.605 2.925 2.684
F: -2.795 3.339 2.192
F: -0.633 3.549 1.972
F: -1.416 1.076 1.235
F: -0.200 1.142 3.050
O: -3.495 -0.039 2.563
C: -4.681 0.634 2.416
C: -4.973 0.937 0.940
F: -3.993 1.714 0.426
F: -6.134 1.619 0.851
F: -4.724 1.754 3.166
F: -5.662 -0.181 2.870
H: -1.823 -0.362 3.580
H: -2.750 0.961 4.232
H: -1.519 3.237 3.728
H: -5.040 0.018 0.359
C: 9.450 -5.994 1.892
C: 10.654 -5.298 1.238
C: 10.766 -3.779 1.393
F: 9.724 -3.150 0.813
F: 11.898 -3.363 0.782
F: 10.718 -5.633 -0.068
F: 11.764 -5.810 1.843
O: 8.352 -6.319 1.059
C: 7.339 -5.427 0.820
C: 7.245 -5.088 -0.672
F: 8.389 -4.529 -1.106
F: 6.241 -4.196 -0.870
F: 7.450 -4.318 1.575
F: 6.182 -6.036 1.171
H: 9.830 -6.963 2.211
H: 9.132 -5.482 2.800
H: 10.817 -3.501 2.450
H: 7.047 -5.990 -1.254
C: -10.686 -2.072 0.375
C: -9.160 -2.082 0.192
C: -8.347 -1.044 0.966
F: -8.667 0.207 0.592
F: -7.030 -1.243 0.697
F: -8.858 -2.016 -1.122
F: -8.731 -3.297 0.645
O: -11.459 -1.437 -0.625
C: -11.737 -0.094 -0.577
C: -11.167 0.638 -1.795
F: -9.827 0.503 -1.841
F: -11.460 1.954 -1.693
F: -11.329 0.467 0.577
F: -13.083 0.039 -0.632
H: -10.979 -3.118 0.306
H: -10.970 -1.745 1.376
H: -8.498 -1.150 2.044
H: -11.600 0.236 -2.713
C: -0.903 6.453 -0.406
C: -1.844 6.835 0.747
C: -3.152 6.056 0.874
F: -3.946 6.240 -0.203
F: -3.829 6.507 1.960
F: -2.093 8.162 0.709
F: -1.155 6.588 1.900
O: -0.930 7.264 -1.567
C: -1.809 7.026 -2.592
C: -2.744 8.219 -2.810
F: -3.471 8.459 -1.703
F: -3.593 7.933 -3.824
F: -2.494 5.881 -2.421
F: -1.078 6.889 -3.725
H: 0.098 6.603 -0.007
H: -0.974 5.392 -0.649
H: -2.964 4.993 1.004
H: -2.165 9.110 -3.059

Mulliken atomic charge list, values in e, 2 entries: number 1, C, carries -0.839; number 2, C, carries 0.250